{
  "formula": "C49H80Cl32N4OS2",
  "method": "the ωB97M-V functional and the def2-TZVPD basis",
  "elements": ["C", "C", "C", "C", "C", "C", "C", "C", "C", "C", "C", "C", "C", "C", "C", "C", "C", "C", "C", "S", "C", "N", "N", "C", "O", "C", "C", "C", "C", "S", "C", "C", "C", "C", "C", "N", "C", "C", "C", "N", "H", "H", "H", "H", "H", "H", "H", "H", "H", "H", "H", "H", "H", "H", "H", "H", "H", "H", "H", "H", "H", "H", "H", "H", "H", "H", "H", "H", "H", "H", "H", "H", "H", "H", "H", "H", "H", "H", "H", "H", "H", "H", "H", "H", "H", "H", "H", "H", "C", "Cl", "Cl", "H", "H", "C", "Cl", "Cl", "H", "H", "C", "Cl", "Cl", "H", "H", "C", "Cl", "Cl", "H", "H", "C", "Cl", "Cl", "H", "H", "C", "Cl", "Cl", "H", "H", "C", "Cl", "Cl", "H", "H", "C", "Cl", "Cl", "H", "H", "C", "Cl", "Cl", "H", "H", "C", "Cl", "Cl", "H", "H", "C", "Cl", "Cl", "H", "H", "C", "Cl", "Cl", "H", "H", "C", "Cl", "Cl", "H", "H", "C", "Cl", "Cl", "H", "H", "C", "Cl", "Cl", "H", "H", "C", "Cl", "Cl", "H", "H"],
  "xyz": [[3.981, 1.686, -5.296], [4.691, 0.789, -4.163], [3.665, 0.426, -3.005], [4.164, 0.904, -1.561], [2.899, 1.606, -0.893], [3.088, 1.971, 0.640], [1.655, 2.352, 1.195], [1.484, 2.066, 2.771], [0.528, 0.792, 2.904], [1.307, -0.455, 2.299], [0.896, -1.849, 2.972], [-0.622, -2.182, 2.618], [-0.813, -2.501, 1.066], [-1.623, -3.846, 0.795], [-3.050, -3.624, 0.152], [-2.939, -3.029, -1.303], [-2.457, -3.843, -2.489], [-2.003, -5.346, -2.306], [-2.986, -6.355, -3.076], [-2.134, -7.071, -4.563], [-2.697, -6.242, -6.069], [-2.207, -6.408, -7.378], [-2.826, -5.617, -8.256], [-3.784, -4.879, -7.558], [-3.684, -5.272, -6.235], [-2.391, -3.261, -3.867], [-2.761, -1.818, -4.145], [-3.191, -1.008, -2.972], [-3.297, -1.610, -1.582], [-3.861, -0.415, -0.288], [-2.889, 1.078, -0.781], [-2.226, 1.968, 0.216], [-1.432, 3.117, -0.351], [-1.297, 3.360, -1.834], [-0.409, 4.556, -2.379], [-0.142, 4.483, -3.834], [0.794, 3.379, -4.185], [-2.018, 2.448, -2.780], [-2.817, 1.295, -2.280], [-3.508, 0.400, -3.207], [3.312, 2.437, -4.775], [4.802, 2.240, -5.829], [3.407, 1.041, -6.025], [5.563, 1.398, -3.785], [5.108, -0.135, -4.688], [3.549, -0.692, -2.975], [2.643, 0.858, -3.240], [4.453, -0.018, -0.984], [5.019, 1.640, -1.661], [2.655, 2.522, -1.517], [2.011, 0.918, -0.974], [3.539, 1.065, 1.144], [3.803, 2.823, 0.821], [0.901, 1.715, 0.631], [1.382, 3.433, 1.016], [1.114, 2.967, 3.329], [2.498, 1.714, 3.129], [0.162, 0.609, 3.958], [-0.381, 0.976, 2.249], [1.064, -0.555, 1.201], [2.404, -0.288, 2.492], [1.067, -1.807, 4.079], [1.504, -2.692, 2.511], [-0.991, -3.051, 3.243], [-1.226, -1.275, 2.947], [-1.221, -1.620, 0.480], [0.232, -2.671, 0.652], [-1.786, -4.366, 1.793], [-0.968, -4.553, 0.195], [-3.689, -4.549, 0.084], [-3.613, -2.886, 0.805], [-1.821, -5.622, -1.232], [-0.995, -5.436, -2.826], [-3.887, -5.738, -3.381], [-3.270, -7.154, -2.325], [-4.464, -4.111, -8.004], [-2.049, -3.844, -4.772], [-2.684, -1.400, -5.188], [-2.318, 1.766, 1.315], [-0.931, 3.798, 0.389], [0.605, 4.429, -1.879], [-0.786, 5.576, -2.064], [-1.002, 4.359, -4.368], [1.687, 3.704, -4.785], [0.208, 2.629, -4.812], [1.076, 2.827, -3.235], [-1.964, 2.579, -3.896], [-4.524, 0.535, -3.079], [3.662, 3.123, 6.330], [2.158, 3.896, 5.822], [4.036, 1.691, 5.353], [4.474, 3.834, 6.229], [3.563, 2.818, 7.369], [3.726, -3.893, -4.368], [2.844, -4.190, -2.865], [4.903, -2.586, -4.166], [4.233, -4.814, -4.664], [3.019, -3.606, -5.142], [2.052, 0.676, 9.556], [3.038, 2.030, 10.119], [2.065, 0.571, 7.794], [2.449, -0.248, 9.971], [1.028, 0.822, 9.892], [-2.114, 2.882, 4.728], [-1.439, 4.096, 3.634], [-1.154, 2.738, 6.204], [-3.126, 3.176, 4.995], [-2.129, 1.919, 4.222], [-0.743, -7.115, -8.952], [0.670, -6.056, -8.849], [-0.299, -8.809, -8.708], [-1.456, -6.824, -8.184], [-1.194, -7.006, -9.934], [0.870, 8.268, -1.595], [0.622, 7.084, -0.306], [-0.085, 7.867, -3.028], [0.570, 9.248, -1.232], [1.923, 8.282, -1.866], [1.033, 5.219, 12.244], [0.397, 3.611, 11.879], [2.322, 5.668, 11.117], [0.229, 5.943, 12.165], [1.433, 5.219, 13.255], [5.030, 8.369, 10.074], [6.682, 8.023, 9.548], [4.889, 10.011, 10.712], [4.359, 8.262, 9.224], [4.753, 7.663, 10.853], [-2.792, -3.830, -11.683], [-1.849, -2.440, -11.131], [-2.714, -4.003, -13.441], [-2.394, -4.731, -11.222], [-3.829, -3.691, -11.389], [-5.444, 4.225, 7.204], [-5.632, 3.990, 5.462], [-3.814, 3.801, 7.743], [-5.633, 5.269, 7.440], [-6.162, 3.594, 7.723], [2.647, -7.500, -6.243], [1.767, -7.767, -4.735], [3.877, -6.241, -6.052], [3.129, -8.428, -6.541], [1.945, -7.180, -7.011], [-5.106, -8.834, -6.645], [-3.452, -9.268, -7.093], [-6.281, -9.925, -7.387], [-5.205, -8.892, -5.564], [-5.306, -7.819, -6.980], [5.174, 7.013, 6.398], [5.075, 5.817, 7.696], [4.096, 6.619, 5.048], [4.891, 7.984, 6.798], [6.196, 7.049, 6.032], [4.339, -3.378, 4.832], [3.583, -1.781, 4.832], [3.218, -4.622, 4.265], [5.205, -3.358, 4.175], [4.650, -3.620, 5.845], [-6.744, -2.411, -6.056], [-5.790, -1.044, -5.473], [-6.629, -2.572, -7.815], [-6.373, -3.323, -5.593], [-7.785, -2.256, -5.786], [-3.007, 5.427, 11.520], [-2.314, 6.630, 10.427], [-2.098, 5.337, 13.033], [-4.035, 5.703, 11.743], [-2.981, 4.454, 11.035]],
  "mulliken_charge": [-0.7832, -0.2458, 0.2280, -0.7712, -0.3027, -0.7391, 0.0116, 0.1414, 0.0487, 0.4808, -0.9379, -0.6665, -0.0580, -0.3664, -1.3619, 0.2670, 0.8120, -0.5975, -0.7316, 0.0135, 0.1178, 0.1509, -0.4493, 0.0276, -0.0511, -0.2530, -0.9000, -0.6994, 0.1882, -0.3306, 0.5657, -0.3713, -0.6652, 1.3317, -0.8496, -0.3416, -0.5286, -0.4753, -0.7593, -0.0536, -0.0510, 0.3741, 0.2873, 0.2890, 0.0344, -0.0305, 0.0394, 0.2741, 0.3019, 0.0375, 0.3201, 0.2319, 0.3665, -0.3612, 0.4811, 0.0103, -0.1234, 0.5198, -0.6035, -0.1957, 0.0989, 0.4444, 0.1839, 0.5173, 0.0720, -0.1821, 0.2159, 0.3791, 0.2491, 0.3915, 0.3975, 0.1683, 0.4330, 0.3535, 0.4280, 0.0407, 0.4281, 0.5099, 0.3769, 0.1926, 0.1566, 0.3056, 0.3714, 0.3402, 0.2343, -0.0336, 0.1920, 0.3837, 0.1367, -0.0805, -0.1477, 0.1160, -0.0862, -0.1150, -0.1333, -0.1590, 0.1599, 0.2574, -0.3088, -0.1503, -0.0528, 0.2985, 0.2195, 0.7288, -0.1668, -0.1053, -0.3857, -0.0599, 0.1292, -0.2458, -0.2193, 0.1265, 0.1848, -0.3304, -0.0815, -0.1196, 0.3242, 0.2677, -0.2785, -0.1137, -0.1142, 0.1698, 0.3177, 0.0111, -0.1512, -0.1714, 0.1473, 0.1663, 0.2551, -0.1547, -0.1656, -0.1425, 0.2027, -0.3183, -0.1769, -0.0783, 0.2894, 0.2902, 0.4786, -0.1558, -0.2124, 0.3266, -0.4671, -0.0495, -0.0778, -0.1746, 0.2465, 0.0652, -0.2974, -0.1501, -0.1080, 0.2431, 0.3524, -0.4365, -0.0112, -0.1584, 0.2865, 0.3157, -0.1442, -0.0825, -0.1756, 0.0815, 0.3539, -0.2001, -0.1449, -0.1586, 0.3306, 0.1926],
  "fmax_ev_per_a": 10.40,
  "molar_mass_da": 1939.84,
  "multiplicity": 1,
  "total_charge": 0,
  "homo_energy_ev": -8.2,
  "lumo_energy_ha": -0.0032
}